33
Properties=species:S:1:pos:R:3:forces:R:3 method="wB97M-V/def2-TZVPD" e_lumo_ev=-6.18 spin_multiplicity=1 e_homo_ev=-10.41 e_tot_ha=-2809.96605 total_charge=+1 gap_ha=0.155
C 4.195752 -2.238187 0.152488 0.75 0.11 0.04
C 4.967709 -0.970831 0.806923 -0.05 -0.99 -0.76
S 3.887911 0.538800 0.910274 -0.37 -0.02 -0.61
C 2.918736 0.740485 -0.691545 1.85 -2.46 0.24
P 1.155296 1.384811 -0.248283 -1.26 1.83 1.10
C -0.495598 2.074847 0.410542 -1.85 -0.08 -0.17
C -1.745122 1.102027 0.216867 -2.63 -2.01 0.59
C -2.605809 0.814462 1.503483 -1.00 -1.67 -3.65
C -3.877711 -0.091807 1.394888 3.00 1.39 -2.82
C -4.260310 -0.689504 0.022552 1.65 0.62 -0.23
C -5.591625 -1.580960 -0.103401 0.10 1.72 0.32
C -3.418283 -0.473543 -1.278805 1.65 2.32 4.35
C -2.146692 0.440398 -1.146211 -1.78 -0.49 2.59
H 4.400399 -2.227270 -0.970586 -0.40 -0.21 1.49
H 3.069080 -2.224937 0.329492 1.57 0.12 -0.10
H 4.617764 -3.212287 0.600560 -0.64 1.54 -0.82
H 5.894371 -0.670989 0.189858 -1.35 -0.76 1.09
H 5.279259 -1.233094 1.879655 -0.53 0.76 -1.56
H 3.533704 1.493918 -1.354529 -1.31 -0.46 0.36
H 2.828605 -0.277954 -1.224323 0.36 1.55 0.57
H 1.788023 2.622219 0.195445 -0.15 -0.58 -0.30
H 0.715125 1.366284 -1.611661 0.39 -0.18 0.39
H 1.032113 0.258679 0.631336 0.32 0.02 -0.52
H -0.749111 3.060331 -0.118496 0.56 -1.19 0.66
H -0.366759 2.311988 1.533694 -0.18 -0.43 -1.71
H -2.267861 1.287615 2.494801 -0.73 -0.87 -1.70
H -4.469504 -0.259744 2.352972 0.70 0.08 -1.70
H -6.455325 -0.899182 0.254278 1.25 -1.16 -0.59
H -5.781727 -1.795062 -1.205635 0.28 -0.07 1.60
H -5.603991 -2.496865 0.573208 0.25 1.12 -1.14
H -3.702802 -0.943297 -2.273488 0.38 0.72 1.61
H -1.489168 0.643066 -2.066075 -1.23 -0.34 1.50
Cu 4.743553 2.145582 -2.160278 0.41 0.07 -0.14

=====

81
Properties=species:S:1:pos:R:3:forces:R:3 method="wB97M-V/def2-TZVPD" e_lumo_ev="-7.73 / -8.18" spin_multiplicity=2 e_homo_ev="-10.43 / -10.43" e_tot_ha=-1526.50330 total_charge=+2 gap_ha="0.099 / 0.082"
Sr -6.879881 -3.083228 -3.722827 0.45 0.55 0.40
Sr -3.287224 -1.144474 -5.236383 0.28 -0.30 1.32
C -4.003171 -1.243636 -0.735190 -0.01 0.06 -0.86
C -3.989278 -1.112758 -2.269881 1.46 0.65 3.64
O -3.091392 -0.409214 -2.785660 0.42 -0.09 -1.47
O -4.857109 -1.681645 -2.943049 -2.40 -1.85 -2.63
H -4.508691 -2.139957 -0.375809 0.10 -0.07 -0.25
H -4.568654 -0.397127 -0.345629 0.14 0.23 0.04
H -2.977445 -1.204552 -0.368501 -0.16 0.08 0.09
C -0.271935 1.973813 -2.711080 -1.42 0.93 -3.22
O -0.564733 1.233960 -1.627783 0.84 -1.92 3.30
H 0.551852 2.687394 -2.693874 0.11 -0.42 0.81
H -0.139750 1.289163 -3.548858 0.53 0.11 -0.59
H -1.194847 2.518625 -2.909868 0.12 0.81 -0.60
H -1.341191 0.687849 -1.770873 -0.11 0.18 -0.06
O -2.684414 -3.606781 -4.468875 -0.33 0.95 -0.39
H -3.410484 -3.946012 -3.945445 -0.22 -0.17 0.42
H -2.248239 -4.387994 -4.809013 0.50 -0.31 -0.23
O -4.122230 2.149575 -2.201887 -0.22 0.01 0.08
H -4.379532 2.551394 -3.031685 -0.12 0.42 -0.10
H -3.752780 1.302118 -2.449984 0.30 -0.12 0.05
C 2.206533 -0.880390 1.111217 -0.95 0.70 -0.06
C 2.828038 -1.685570 -0.051073 1.77 -1.05 1.53
C 3.270048 -3.063702 0.606413 -0.21 0.03 -2.09
C 2.146283 -4.080023 0.747116 -0.87 0.67 0.51
C 1.360912 -4.240080 -0.594909 1.83 -0.63 0.62
C 0.905482 -2.942842 -1.233827 -0.59 1.12 0.47
N 2.022048 -1.952663 -1.265895 1.27 -2.23 0.65
O 1.712090 -0.795861 -1.941953 -0.76 0.34 -0.14
C 0.413926 -3.264931 -2.655240 0.47 0.29 0.22
C -0.336456 -2.392429 -0.459752 -0.26 -0.93 0.33
C 4.184878 -0.970642 -0.489558 -1.22 -0.57 0.07
H 2.870586 -0.707306 1.958074 0.70 0.14 -0.49
H 1.353945 -1.268186 1.668711 -0.28 -0.80 -0.52
H 1.829332 0.085152 0.774247 0.22 0.36 -0.08
H 3.911740 -3.616181 -0.079965 0.71 0.59 -0.26
H 3.851595 -2.833808 1.499183 -0.32 -0.22 0.12
H 1.532286 -3.724713 1.574681 -0.61 -0.26 -0.03
H 2.572841 -5.029429 1.070815 -0.13 -0.09 -0.13
H 0.627901 -5.046806 -0.594406 -0.81 0.52 0.60
H 2.052268 -4.742211 -1.271659 0.59 0.44 -0.34
H 0.030579 -2.352042 -3.111073 -0.30 -0.01 -0.10
H 1.198176 -3.643187 -3.310977 0.18 -0.01 0.19
H -0.346552 -4.036788 -2.536948 -0.22 0.09 -0.24
H -0.771623 -1.471006 -0.846676 0.31 0.23 -0.06
H -1.125861 -3.142283 -0.511366 -0.25 -0.20 -0.43
H -0.219741 -2.340566 0.622743 0.50 0.47 -0.09
H 3.976648 0.055758 -0.791625 0.07 -0.15 -0.44
H 4.616694 -1.604403 -1.264141 -0.10 0.42 -0.38
H 4.961411 -0.899001 0.272000 -0.44 -0.24 0.52
H 1.016332 -0.429341 -1.391325 -0.43 1.09 -0.05
C -1.771479 1.023509 1.504204 0.42 -0.09 0.99
C -0.962071 2.066137 2.377128 2.11 -0.40 -0.85
C -0.052541 1.265818 3.415176 -1.32 1.14 -0.64
C 1.028604 2.128819 4.012849 -0.25 -0.11 0.51
C 1.964393 2.586390 2.931265 -0.55 0.44 0.03
C 1.237476 3.416282 1.812448 0.21 -0.92 0.44
N 0.004271 2.710014 1.425628 0.80 -2.20 0.92
O -0.594116 3.155874 0.260243 -0.21 1.13 -0.14
C 0.937332 4.795833 2.330343 0.41 1.11 -0.50
C 2.244748 3.468817 0.615768 -0.60 -0.43 0.20
C -1.837213 3.108892 3.066802 -0.58 -0.54 -0.89
H -2.379866 1.371508 0.669412 -0.05 0.70 0.31
H -2.397492 0.428483 2.169154 -0.25 0.03 0.13
H -1.078268 0.310543 1.057847 0.40 0.02 0.08
H -0.748944 0.893530 4.166521 0.17 -0.36 0.11
H 0.524357 0.474673 2.936236 -0.61 -0.36 -0.26
H 1.562448 1.516996 4.740017 0.23 -0.02 0.05
H 0.712028 3.001516 4.584063 -0.54 -0.02 -0.03
H 2.460249 1.710280 2.513370 0.20 0.14 -0.22
H 2.660509 3.209843 3.492355 0.55 0.21 -0.74
H 1.882356 5.321476 2.193456 -0.10 0.58 0.54
H 0.196573 5.307916 1.716232 0.03 -0.09 -0.30
H 0.558608 4.891149 3.347979 0.39 -0.31 0.10
H 2.251601 2.495169 0.125815 -0.30 -0.11 -0.20
H 2.016549 4.241864 -0.118004 -0.07 0.00 0.07
H 3.280815 3.565263 0.940351 -0.11 0.46 0.35
H -2.511177 2.631825 3.778344 0.02 0.15 0.20
H -2.439915 3.480614 2.238140 -0.28 0.45 0.19
H -1.297917 3.951386 3.499766 0.00 -0.38 0.10
H -0.383127 2.448551 -0.353584 -0.23 -0.05 -0.18

=====

78
Properties=species:S:1:pos:R:3:forces:R:3 method="wB97M-V/def2-TZVPD" e_lumo_ev=-4.06 spin_multiplicity=1 e_homo_ev=-11.26 e_tot_ha=-2474.08407 total_charge=+1 gap_ha=0.265
C 6.018227 0.927494 0.507690 0.03 -0.19 0.19
C 5.415638 2.256221 0.956293 0.17 -0.12 -0.01
O 4.290367 2.625510 0.161011 -0.05 0.12 0.08
C 3.046796 2.276831 0.703265 -0.01 -0.03 0.09
C 2.443729 3.407031 1.561756 0.39 -0.08 -0.10
O 1.092335 3.691443 1.230969 -0.15 0.19 0.10
C 0.120221 2.938335 1.902204 0.10 0.08 0.07
C -0.122098 1.619055 1.213506 -0.13 -0.19 0.17
N 0.496487 0.537007 1.715669 -0.37 0.21 0.01
C 0.392081 -0.717718 1.229589 0.26 0.22 -0.06
P 1.224014 -2.176145 2.026471 -0.17 -0.15 -0.08
O 0.096608 -2.581906 3.120860 0.09 0.07 -0.04
I 2.925446 -1.032883 3.338363 0.09 0.04 0.14
C -0.394677 -0.933526 0.114086 -0.14 -0.05 0.25
B -0.586873 -2.334969 -0.650823 0.31 -0.04 -0.16
O 0.490888 -2.976817 -1.187315 -0.49 -0.39 0.27
O -1.851014 -2.768681 -0.891182 0.19 -0.03 0.08
C -2.605766 -3.271996 0.220146 -0.38 0.06 -0.23
C -1.074923 0.178223 -0.410082 0.06 -0.10 0.01
C -0.944769 1.459534 0.106364 0.14 -0.12 -0.30
C -1.694608 2.609751 -0.504638 -0.02 -0.19 0.13
C -3.140441 2.617005 0.027368 0.16 0.15 -0.05
O -3.141239 2.163225 1.369756 -0.15 0.00 -0.20
Si -4.483201 1.355854 1.968666 -0.18 -0.14 0.37
C -4.836087 -0.218660 1.021391 0.16 0.00 0.17
C -4.037001 0.882718 3.713074 -0.10 0.03 -0.08
C -5.999789 2.431395 2.016216 0.11 -0.02 0.04
H 5.733078 0.685666 -0.514908 0.06 0.13 -0.04
H 7.108041 0.958662 0.552231 -0.04 0.01 0.00
H 5.706831 0.096086 1.145920 -0.08 0.03 -0.05
H 6.145955 3.060450 0.860954 -0.09 0.02 -0.09
H 5.131334 2.205840 2.013916 -0.01 0.11 0.00
H 3.145051 1.356259 1.295047 -0.07 -0.05 -0.14
H 2.362565 2.093166 -0.130896 0.04 -0.02 -0.01
H 3.015629 4.312474 1.357199 -0.11 0.00 -0.08
H 2.539032 3.199302 2.634841 -0.12 0.01 0.02
H 0.397578 2.757740 2.949629 0.05 0.01 -0.01
H -0.799136 3.522486 1.906668 -0.03 -0.14 0.00
H 1.081279 0.680215 2.538898 0.09 -0.07 -0.02
H -0.203383 -1.876696 3.710108 -0.05 -0.07 0.08
H 1.243143 -3.103195 -0.600762 0.28 0.37 -0.26
H -2.212479 -2.918768 1.177376 -0.01 0.02 0.00
H -2.581064 -4.361955 0.200633 0.10 0.03 0.05
H -3.640724 -2.949963 0.109016 0.07 0.01 0.01
H -1.723315 0.019018 -1.267110 -0.01 0.05 0.03
H -1.206504 3.557538 -0.286160 0.09 -0.06 -0.06
H -1.694108 2.457280 -1.585053 -0.05 0.24 0.00
H -3.528600 3.636977 -0.019626 -0.07 -0.04 -0.06
H -3.763258 1.990556 -0.620030 -0.04 -0.07 0.11
H -4.195003 -1.018900 1.405333 0.01 0.06 -0.12
H -5.864806 -0.511979 1.247238 0.00 -0.02 -0.13
H -4.722527 -0.170621 -0.061772 -0.07 0.01 -0.02
H -4.891087 0.349452 4.139116 0.04 -0.02 0.05
H -3.854920 1.757247 4.339698 0.09 -0.04 0.01
H -3.179556 0.207785 3.753735 0.05 0.06 0.04
H -6.770538 1.867481 2.549670 -0.05 0.03 -0.07
H -6.398139 2.692768 1.035448 0.01 0.05 0.00
H -5.817876 3.341790 2.590917 -0.01 0.04 -0.09
C 8.543174 1.211817 -2.663990 -0.07 -0.08 0.12
C 7.366897 0.542396 -3.332182 0.05 0.03 -0.07
O 6.599963 -0.160673 -2.715551 -0.04 0.00 0.03
C 7.198226 0.793746 -4.809899 -0.12 -0.09 0.03
H 8.561388 0.954661 -1.607865 0.00 0.00 0.00
H 9.473780 0.885602 -3.130585 0.01 0.06 -0.05
H 8.469839 2.295034 -2.774249 0.05 0.00 -0.06
H 8.082098 0.452576 -5.350951 0.03 0.07 0.00
H 7.077647 1.862114 -4.996476 0.08 0.01 -0.02
H 6.323691 0.261202 -5.174740 0.00 0.00 0.00
C -5.563202 -6.395521 -2.763641 -0.14 0.08 0.03
C -5.150557 -4.946487 -2.685998 0.04 -0.03 -0.03
O -5.928783 -4.076738 -2.371052 -0.01 0.03 0.07
C -3.710847 -4.626803 -3.011701 -0.09 0.15 0.04
H -6.614490 -6.491220 -2.504781 0.00 0.00 0.00
H -5.402337 -6.777201 -3.773037 0.07 -0.03 0.02
H -4.963830 -6.994197 -2.075566 0.05 -0.02 -0.06
H -3.467278 -4.941613 -4.027352 0.02 -0.09 0.03
H -3.047108 -5.150294 -2.321135 0.05 -0.07 -0.08
H -3.551112 -3.555895 -2.917200 0.03 0.00 -0.01

=====

9
Properties=species:S:1:pos:R:3:forces:R:3 method="wB97M-V/def2-TZVPD" e_lumo_ev=4.69 spin_multiplicity=1 de_lowest_ev=4.5501 e_homo_ev=-2.33 e_tot_ha=-337.84217 total_charge=-1 gap_ha=0.258
C -0.854710 0.689090 0.006286 1.04 -0.69 0.47
C -1.532494 -0.462806 0.085200 2.98 -0.13 -0.85
N 0.421347 0.966196 -0.238353 0.51 2.59 -0.10
N 2.372334 0.015400 0.267668 1.53 -1.37 -0.33
O 3.306732 -0.767176 0.026269 -2.64 1.59 -0.06
O 1.311545 -0.109494 -0.552872 0.36 -1.14 0.51
H -1.371658 1.581201 0.347051 0.09 0.32 -0.33
H -1.165928 -1.386785 -0.214135 1.26 -1.49 -0.52
H -2.487171 -0.525627 0.272887 -5.14 0.31 1.20

=====

Please write out number 1 again, unchanged.
33
Properties=species:S:1:pos:R:3:forces:R:3 method="wB97M-V/def2-TZVPD" e_lumo_ev=-6.18 spin_multiplicity=1 e_homo_ev=-10.41 e_tot_ha=-2809.96605 total_charge=+1 gap_ha=0.155
C 4.195752 -2.238187 0.152488 0.75 0.11 0.04
C 4.967709 -0.970831 0.806923 -0.05 -0.99 -0.76
S 3.887911 0.538800 0.910274 -0.37 -0.02 -0.61
C 2.918736 0.740485 -0.691545 1.85 -2.46 0.24
P 1.155296 1.384811 -0.248283 -1.26 1.83 1.10
C -0.495598 2.074847 0.410542 -1.85 -0.08 -0.17
C -1.745122 1.102027 0.216867 -2.63 -2.01 0.59
C -2.605809 0.814462 1.503483 -1.00 -1.67 -3.65
C -3.877711 -0.091807 1.394888 3.00 1.39 -2.82
C -4.260310 -0.689504 0.022552 1.65 0.62 -0.23
C -5.591625 -1.580960 -0.103401 0.10 1.72 0.32
C -3.418283 -0.473543 -1.278805 1.65 2.32 4.35
C -2.146692 0.440398 -1.146211 -1.78 -0.49 2.59
H 4.400399 -2.227270 -0.970586 -0.40 -0.21 1.49
H 3.069080 -2.224937 0.329492 1.57 0.12 -0.10
H 4.617764 -3.212287 0.600560 -0.64 1.54 -0.82
H 5.894371 -0.670989 0.189858 -1.35 -0.76 1.09
H 5.279259 -1.233094 1.879655 -0.53 0.76 -1.56
H 3.533704 1.493918 -1.354529 -1.31 -0.46 0.36
H 2.828605 -0.277954 -1.224323 0.36 1.55 0.57
H 1.788023 2.622219 0.195445 -0.15 -0.58 -0.30
H 0.715125 1.366284 -1.611661 0.39 -0.18 0.39
H 1.032113 0.258679 0.631336 0.32 0.02 -0.52
H -0.749111 3.060331 -0.118496 0.56 -1.19 0.66
H -0.366759 2.311988 1.533694 -0.18 -0.43 -1.71
H -2.267861 1.287615 2.494801 -0.73 -0.87 -1.70
H -4.469504 -0.259744 2.352972 0.70 0.08 -1.70
H -6.455325 -0.899182 0.254278 1.25 -1.16 -0.59
H -5.781727 -1.795062 -1.205635 0.28 -0.07 1.60
H -5.603991 -2.496865 0.573208 0.25 1.12 -1.14
H -3.702802 -0.943297 -2.273488 0.38 0.72 1.61
H -1.489168 0.643066 -2.066075 -1.23 -0.34 1.50
Cu 4.743553 2.145582 -2.160278 0.41 0.07 -0.14